Record 1
{
  "formula": "C24H35B2BrClF5KMg2O13",
  "method": "ωB97M-V/def2-TZVPD",
  "homo_lumo_gap_ev": 1.480,
  "lumo_energy_ev": -1.86,
  "e_tot_ev": -176800.8619,
  "charge": -1,
  "mol_weight_da": 851.21,
  "species": ["C", "C", "C", "C", "C", "C", "C", "F", "C", "O", "C", "C", "C", "O", "H", "H", "H", "H", "H", "H", "H", "H", "H", "H", "H", "H", "H", "B", "O", "C", "O", "C", "O", "O", "O", "C", "O", "C", "O", "O", "Mg", "Br", "Mg", "C", "O", "H", "H", "H", "H", "O", "C", "C", "O", "H", "H", "H", "H", "Cl", "K", "B", "F", "F", "F", "F", "C", "C", "C", "C", "C", "C", "H", "H", "H", "H", "H", "H", "H", "H", "H", "H", "H", "H", "H", "H"],
  "positions_angstrom": [[-1.448, -4.434, -1.153], [-2.328, -3.360, -1.800], [-2.671, -2.184, -0.833], [-2.100, -0.894, -1.339], [-2.882, 0.148, -1.618], [-4.374, 0.200, -1.451], [-5.156, -0.738, -2.377], [-5.832, -1.677, -1.589], [-2.236, 1.386, -2.105], [-2.864, 2.406, -2.425], [-0.755, 1.454, -2.132], [0.034, 0.444, -1.825], [-0.608, -0.838, -1.475], [0.085, -1.804, -1.262], [-2.043, -5.124, -0.555], [-0.958, -4.995, -1.947], [-0.671, -4.017, -0.522], [-3.226, -3.826, -2.196], [-1.754, -2.964, -2.634], [-2.278, -2.415, 0.156], [-3.751, -2.160, -0.752], [-4.641, 0.042, -0.410], [-4.701, 1.211, -1.674], [-4.545, -1.221, -3.132], [-5.948, -0.173, -2.857], [-0.293, 2.398, -2.398], [1.107, 0.518, -1.821], [0.357, 6.164, -0.535], [1.007, 7.352, 0.030], [0.305, 8.430, -0.330], [0.565, 9.553, -0.029], [-0.883, 7.968, -1.174], [-1.724, 8.657, -1.652], [-0.823, 6.631, -1.274], [1.284, 5.399, -1.407], [1.414, 4.175, -0.923], [2.084, 3.297, -1.384], [0.549, 4.067, 0.325], [0.406, 3.100, 1.032], [-0.052, 5.213, 0.542], [-2.450, 3.401, -4.093], [1.500, 1.782, 2.543], [1.223, -0.386, 3.675], [2.676, 2.046, 7.062], [3.029, 2.189, 5.691], [1.616, 1.806, 7.115], [3.247, 1.237, 7.526], [2.858, 2.978, 7.606], [3.965, 2.401, 5.656], [-5.426, -0.406, -5.335], [-5.733, -0.286, -6.513], [-5.114, 1.375, -7.026], [-5.433, 1.530, -8.197], [-6.800, -0.225, -6.793], [-5.266, -0.943, -7.269], [-4.035, 1.335, -6.776], [-5.553, 2.057, -6.270], [-1.901, 0.644, -4.366], [-0.629, 3.134, 3.177], [-0.321, 6.906, -6.444], [-1.227, 7.890, -6.044], [0.961, 7.206, -5.990], [-0.731, 5.652, -5.876], [-0.327, 6.782, -7.839], [4.628, -2.948, 5.071], [3.656, -4.122, 5.006], [4.099, -5.321, 5.844], [5.422, -5.957, 5.411], [5.461, -6.440, 3.962], [4.445, -7.540, 3.665], [5.611, -3.215, 4.678], [4.254, -2.113, 4.475], [4.751, -2.602, 6.099], [3.507, -4.418, 3.965], [2.681, -3.788, 5.370], [3.308, -6.075, 5.826], [4.191, -5.009, 6.889], [5.632, -6.803, 6.074], [6.237, -5.246, 5.569], [6.463, -6.823, 3.753], [5.305, -5.603, 3.277], [4.614, -8.408, 4.307], [4.529, -7.867, 2.628], [3.421, -7.196, 3.818]],
  "lowdin_charge": [-0.11, -0.22, -0.11, -0.09, -0.15, -0.09, -0.17, -0.07, -0.52, -0.18, -0.13, 0.02, -0.31, 0.13, 0.07, 0.07, 0.06, 0.10, 0.10, 0.13, 0.09, 0.13, 0.11, 0.11, 0.10, 0.11, 0.14, -0.87, 0.23, -0.38, 0.16, -0.38, 0.17, 0.21, 0.25, -0.40, 0.16, -0.41, -0.37, 0.22, 1.20, 0.03, 0.18, -0.17, -0.18, 0.07, 0.07, 0.07, 0.07, 0.02, -0.26, -0.29, 0.05, 0.13, 0.13, 0.10, 0.12, 0.22, 0.54, -1.26, 0.09, 0.10, 0.01, 0.09, -0.12, -0.28, -0.23, -0.23, -0.27, -0.11, 0.06, 0.04, 0.07, 0.10, 0.09, 0.10, 0.11, 0.11, 0.10, 0.10, 0.10, 0.07, 0.07, 0.07]
}



Record 2
{
  "formula": "C3H7NS2",
  "method": "ωB97M-V/def2-TZVPD",
  "homo_lumo_gap_ev": 8.683,
  "lumo_energy_ev": -0.16,
  "e_tot_ev": -26383.9894,
  "mol_weight_da": 121.23,
  "smiles": "CNCC(=S)S",
  "species": ["C", "C", "C", "H", "H", "H", "H", "H", "H", "H", "N", "S", "S"],
  "positions_angstrom": [[3.004, -0.397, -0.131], [0.781, -0.459, 0.466], [-0.681, -0.147, 0.141], [2.799, -1.425, -0.543], [3.895, 0.075, -0.641], [3.249, -0.579, 0.882], [1.562, 0.687, -1.126], [0.942, -0.304, 1.521], [0.903, -1.502, 0.272], [0.169, 2.038, 0.048], [1.810, 0.378, -0.149], [-1.053, 1.563, -0.001], [-1.748, -1.289, -0.138]],
  "lowdin_charge": [-0.17, -0.35, -1.22, 0.09, 0.10, 0.06, 0.13, 0.12, 0.08, -0.15, -0.17, 0.78, 0.69]
}



Record 3
{
  "formula": "C7H9NOS",
  "method": "ωB97M-V/def2-TZVPD",
  "homo_lumo_gap_ev": [8.202, 8.140],
  "lumo_energy_ev": [-0.75, -0.74],
  "e_tot_ev": -21769.4714,
  "mol_weight_da": 155.22,
  "species": ["C", "C", "C", "C", "C", "C", "C", "N", "O", "S", "H", "H", "H", "H", "H", "H", "H", "H", "H"],
  "positions_angstrom": [[-3.035, 0.900, -0.043], [-3.515, -0.312, -0.313], [-1.595, 0.936, 0.082], [-1.154, -0.304, 0.011], [1.194, -1.205, 0.264], [-0.572, 1.999, 0.217], [3.431, -1.433, -0.038], [2.202, -0.672, -0.227], [2.336, 0.381, -0.927], [-2.352, -1.555, -0.267], [-3.612, 1.827, -0.262], [-4.637, -0.200, -0.481], [1.092, -2.177, 0.820], [0.381, 1.714, -0.068], [-0.846, 2.906, -0.167], [-0.480, 1.997, 1.357], [4.344, -0.807, -0.153], [3.276, -1.883, 1.043], [3.544, -2.112, -0.846]],
  "lowdin_charge": [-0.18, -0.49, -0.40, -0.29, 0.12, -0.03, -0.02, -0.43, -0.08, 0.95, 0.13, 0.11, 0.10, 0.03, 0.05, 0.12, 0.11, 0.13, 0.08]
}



Record 4
{
  "formula": "C5H8O",
  "method": "ωB97M-V/def2-TZVPD",
  "homo_lumo_gap_ev": [8.404, 8.415],
  "lumo_energy_ev": [-0.24, -0.25],
  "e_tot_ev": -7357.0213,
  "mol_weight_da": 84.12,
  "species": ["O", "C", "C", "C", "C", "C", "H", "H", "H", "H", "H", "H", "H", "H"],
  "positions_angstrom": [[-0.282, -0.833, 1.509], [-0.255, 0.341, 0.731], [1.233, 0.784, 0.616], [1.883, -0.180, -0.324], [-1.072, -1.024, -1.210], [-0.932, 0.158, -0.617], [-1.189, -1.167, 1.485], [-0.767, 1.162, 1.260], [1.633, 0.684, 1.632], [1.244, 1.845, 0.322], [1.879, 0.315, -1.320], [-0.657, -1.926, -0.767], [-1.585, -1.124, -2.163], [-1.334, 1.059, -1.080]],
  "lowdin_charge": [-0.04, -0.42, -0.27, 0.16, 0.02, -0.14, 0.10, 0.14, 0.11, 0.11, 0.01, 0.07, 0.06, 0.11]
}